Formula: C24H25FeN7SSe
Source: the OMol25 dataset
Level of theory: wB97M-V/def2-TZVPD

Each line ends with the Mulliken spin population.
Geometry (Å):
H  -3.96842  1.29583  -3.07717  -0.001
C  2.03078  -5.52067  -0.84957  0.000
H  -4.56362  2.73593  -1.63747  0.000
H  -4.17442  -1.09997  -3.51307  0.002
H  1.92008  1.10913  3.70823  0.022
H  -2.67112  -2.69707  -2.36927  -0.001
H  4.77648  1.71393  -1.42797  0.012
N  -2.72152  0.78123  4.26133  0.036
C  2.80868  1.32563  -0.68077  -0.034
C  -1.40572  4.58913  -0.51637  0.008
H  -2.66922  6.30713  -0.32907  0.000
C  -2.58052  -1.63527  -2.18537  -0.029
C  -2.60762  5.26383  -0.59507  0.003
Se  1.71538  -1.65697  0.11333  0.025
H  -4.68232  5.10183  -1.07417  0.000
C  3.88758  1.36603  1.81503  0.032
C  -3.73662  4.58503  -1.01607  0.000
H  2.35018  1.28623  -1.66557  0.005
H  -3.65882  1.00683  3.96403  0.001
H  2.44078  -3.13827  -2.82927  0.000
N  -0.52972  0.91663  3.50243  -0.068
H  4.27078  1.36543  2.82413  0.002
H  0.53998  -3.03857  2.21433  0.002
H  3.72668  -4.33177  -2.51087  0.000
C  1.59288  1.04043  2.67703  0.125
H  2.44178  -6.26727  -1.49857  0.000
S  -2.35252  0.45423  1.62423  -0.044
H  0.66558  3.19133  -0.47087  0.003
C  -3.65842  3.24743  -1.35147  -0.001
C  -1.52552  0.19733  -0.99257  -0.245
N  0.28698  0.87293  2.43843  0.199
H  0.38388  -4.75597  2.66283  0.000
C  3.07638  -3.58527  -2.06207  0.001
C  -2.41022  1.10193  -1.61017  0.042
H  -0.84122  -3.97887  1.62973  0.000
H  -2.42152  1.19733  5.12943  -0.003
N  1.98058  1.12393  0.33993  0.147
H  -0.50832  5.10203  -0.20087  0.000
H  5.77608  1.68673  0.87553  0.003
N  0.99848  -4.37467  0.71613  0.002
C  4.16028  1.55463  -0.55497  0.149
C  2.49338  1.16763  1.62023  0.164
N  -0.10312  2.56643  -0.68957  0.010
C  -2.46052  2.53793  -1.27827  -0.027
Fe  -0.32292  0.52983  0.56393  3.271
C  0.22278  -4.02477  1.87173  0.000
C  -1.78612  0.77123  3.26253  0.106
H  0.12548  1.97473  -1.48527  -0.003
H  0.83538  -6.50797  0.71973  0.000
H  3.67318  -2.78787  -1.61577  0.001
C  -3.32302  0.60803  -2.54857  -0.024
C  1.63528  -3.48167  -0.07597  0.021
C  1.23778  -5.63797  0.24173  0.000
C  -1.32492  3.23913  -0.83827  0.002
H  -0.96922  -1.86027  -0.81297  -0.020
C  4.71258  1.54853  0.74383  0.041
N  2.27348  -4.18797  -1.03857  0.001
C  -1.63362  -1.15347  -1.30107  0.033
C  -3.42902  -0.74107  -2.81657  0.026

## Properties
M (g/mol): 578.39
ΔE to the lowest compared entry with this formula, charge and spin (kcal/mol): 7.7
Spin multiplicity: 5
Max |F| (eV Å⁻¹): 1.76

=====

Formula: C20H23NO4
Source: the OMol25 dataset
Level of theory: wB97M-V/def2-TZVPD

Each line ends with the Löwdin charge.
Geometry (Å):
H  4.35723  0.49368  0.84814  0.088
H  3.31750  -2.96290  0.22343  0.112
H  2.90568  -1.54758  1.19305  0.120
C  -3.23071  0.21229  -0.12676  -0.206
C  5.82372  2.31160  -0.68650  -0.106
C  -6.86947  -0.13587  0.06092  -0.102
C  6.50748  0.42893  0.88383  -0.221
O  -4.60038  0.39496  -0.06857  0.074
H  -0.47481  1.96910  0.74662  0.122
H  3.11809  -1.76247  -1.82662  0.134
H  6.28593  0.29230  -1.26085  0.095
C  -9.42528  0.76339  0.08276  -0.137
C  -7.20979  1.20196  -0.14206  -0.076
H  -7.65659  -2.09041  0.43573  0.123
H  -3.21541  -1.68872  -1.12408  0.116
H  5.02458  -0.30800  2.25583  0.115
C  3.46629  -1.88608  0.31901  -0.165
C  -9.20465  -0.59206  0.28989  -0.046
H  -10.03061  -1.26569  0.45579  0.104
H  5.44202  -1.57922  -0.46064  0.105
C  -0.46640  0.07356  -0.23400  -0.121
C  1.01659  0.03980  -0.26637  -0.445
H  5.94516  2.70547  -1.69338  0.069
H  3.34499  -0.18634  -1.01673  0.115
C  -5.46917  -0.62612  0.05003  -0.416
C  2.90986  -1.18626  -0.92283  -0.160
H  7.27689  -0.33605  1.01609  0.108
O  1.49069  -1.05758  -0.86748  0.001
C  5.13979  -0.18993  1.17623  -0.210
C  -2.62071  -0.88904  -0.71425  0.016
H  6.16930  3.06396  0.01926  0.073
C  -1.24075  -0.95458  -0.76155  0.009
H  7.67422  1.23356  -0.72760  0.103
O  -5.16512  -1.78634  0.15590  0.130
H  -6.44862  1.94815  -0.32303  0.121
C  6.62182  1.02290  -0.52195  -0.267
C  -1.08931  1.17844  0.34418  0.002
H  -10.42628  1.17440  0.08558  0.106
H  4.76340  2.14659  -0.51356  0.059
H  -0.75750  -1.80647  -1.21258  0.121
N  -8.45445  1.63634  -0.12978  0.069
H  -2.96424  2.09656  0.84184  0.122
H  6.70327  1.22116  1.60967  0.107
H  5.41383  -2.32686  1.13011  0.112
C  -7.90016  -1.04978  0.27904  0.005
C  4.94759  -1.55719  0.51233  -0.204
C  -2.46395  1.24986  0.39866  0.018
O  1.71842  0.91254  0.18725  0.109

## Properties
M (g/mol): 341.41
ΔE to the lowest compared entry with this formula, charge and spin (kcal/mol): 23.9
Spin multiplicity: 1
SMILES: CCCCCCCOC(=O)c1ccc(OC(=O)c2cccnc2)cc1
Max |F| (eV Å⁻¹): 0.62

=====

Formula: C21H38BrF7N4O8P2S
Source: the OMol25 dataset
Level of theory: wB97M-V/def2-TZVPD

Each line ends with the Löwdin charge.
Geometry (Å):
F  -3.49548  3.19205  2.63833  0.177
O  -2.00111  -2.75688  5.96436  -0.321
H  4.30540  1.79705  -3.01723  0.082
F  -3.85502  0.01007  4.21260  0.093
P  2.62659  3.32550  -1.38725  1.055
C  3.58334  1.51757  -3.78246  -0.100
O  0.35922  -0.76726  -3.92391  -0.329
H  2.90847  5.53046  1.63326  0.078
O  -3.53385  -2.94234  4.07580  -0.331
H  0.26406  3.77083  -2.02485  0.023
H  2.59071  -3.76201  1.90063  0.088
H  2.94758  -1.58707  -1.85958  0.078
C  -0.97282  -1.87647  -0.19355  -0.142
S  -2.48902  -2.18668  4.73221  0.433
H  1.98079  -4.67750  0.46375  0.080
H  -1.42245  0.51388  -1.24739  0.120
H  3.63463  -4.91876  1.07100  0.080
O  1.27579  1.07007  0.62478  0.048
H  -0.80214  -1.79422  -1.28416  0.108
C  0.56350  0.25595  -0.32107  -0.352
O  -3.78771  -0.63942  -1.28262  0.146
C  -3.35038  -0.64417  5.27785  -0.652
H  -2.49125  -4.00787  0.00776  0.106
O  -2.04764  1.78346  0.73775  -0.083
C  2.27651  0.66926  -1.92115  -0.377
H  -0.31814  2.84006  0.37398  0.093
H  -0.61126  1.73360  2.26024  0.143
C  -2.86589  -3.16041  0.60659  -0.216
H  3.03074  0.09596  0.38433  0.173
C  -3.04963  -2.53921  -2.39231  0.003
C  1.19052  3.60691  -2.57251  -0.246
H  0.47063  -1.21712  1.23194  0.127
H  -0.05473  -1.38607  -4.55104  0.071
H  -4.80645  -2.22508  0.81240  0.086
F  3.29424  1.79950  1.19400  0.126
C  2.83637  -4.18837  0.92860  -0.051
H  1.11696  2.84942  -3.35172  0.019
C  3.15178  5.11490  0.65638  -0.160
H  1.37450  -2.32755  -1.85688  0.119
H  4.10075  4.58115  0.64162  0.056
N  1.39842  -0.26476  -1.39051  0.062
H  -1.57538  2.98424  -0.82972  0.134
H  -0.52474  -2.83486  0.08249  0.124
P  1.83587  -0.38535  -4.48327  0.640
H  4.15390  0.97995  -4.54004  0.082
H  -4.06830  -2.65876  -2.76189  0.089
C  -3.12838  -1.60216  -1.18641  -0.527
H  -0.94486  -0.24031  1.17435  0.113
H  3.11354  2.40844  -4.19090  0.077
H  -2.66560  -3.53437  -2.15372  0.075
H  1.18807  4.88150  -0.14115  0.084
C  -1.06932  2.26615  -0.16663  -0.189
C  2.59607  1.10262  0.30728  -0.433
H  -2.47656  -2.09846  -3.21006  0.066
C  2.00389  4.21027  0.14019  -0.394
C  3.31283  -3.04870  0.02033  -0.237
H  -0.22102  1.46980  -2.01192  0.095
O  -1.45699  -1.67906  3.83905  -0.357
H  -2.46005  -3.23733  1.61720  0.105
H  3.59641  -3.43383  -0.96414  0.118
C  -1.68179  1.88456  2.08468  -0.100
H  -4.71316  -3.82101  1.53506  0.075
O  2.25773  -2.08917  -0.02725  -0.137
N  2.54877  0.62725  -3.20920  -0.222
C  -2.18271  3.16166  2.73946  -0.662
H  3.21976  5.95789  -0.03543  0.067
F  -1.64738  4.26490  2.22317  0.150
C  1.99637  -1.60183  -1.31155  -0.222
Br  2.97062  -2.35574  -4.55868  0.303
F  -4.36920  -0.88044  6.12323  0.112
H  -4.82980  -3.64890  -0.23579  0.069
H  1.46308  4.54198  -3.06854  0.047
N  2.84257  1.55000  -1.06877  -0.045
F  -2.51772  0.21057  5.90934  0.099
H  -2.17890  1.06890  2.62111  0.139
F  -1.92906  3.17010  4.02949  0.174
H  4.19420  -2.61144  0.50502  0.123
H  1.61406  3.53740  0.90300  0.059
C  -0.22362  -0.74174  0.53399  -0.046
N  -2.42443  -1.86106  0.04235  -0.063
C  -0.54598  1.12636  -1.02359  -0.034
C  -4.39936  -3.22841  0.67788  -0.063

## Properties
M (g/mol): 781.46
DFT total energy (eV): -163209.3378
Spin multiplicity: 1
Max |F| (eV Å⁻¹): 3.51

=====

Formula: C34H47N11ORhS
Source: the OMol25 dataset
Level of theory: wB97M-V/def2-TZVPD

Each line ends with the Mulliken spin population.
Geometry (Å):
H  -1.52126  -2.60086  2.39962  0.000
O  1.92651  -0.12530  -1.78544  0.093
N  -3.93890  -2.61883  1.13395  0.000
H  -6.92036  -4.88192  -2.39278  0.000
H  3.37828  0.36942  2.11630  0.002
H  1.81497  -2.86423  0.53869  -0.002
H  -5.11969  0.72580  -0.85935  0.001
H  -0.51060  -1.15334  -2.71465  -0.001
H  3.89240  2.10426  -0.03578  0.009
H  -0.63068  4.86104  -1.74303  0.003
C  4.17015  2.32632  -1.06930  -0.003
H  2.30271  -3.12450  -3.65578  0.000
H  2.34233  5.54851  3.27369  0.005
H  -0.96186  -2.49945  4.06670  0.001
N  1.02328  0.67675  1.73775  0.128
H  4.16148  1.35009  -1.61855  -0.001
H  0.92860  -1.50447  4.94062  0.001
H  2.51976  4.98536  1.06802  -0.005
C  3.88784  -1.41100  -2.98039  0.007
H  1.79057  6.63285  -1.29342  0.001
H  3.94688  -1.08201  2.97511  0.001
C  -2.50745  0.77040  -1.09186  0.008
C  3.28376  3.43542  -3.15847  0.002
C  2.15621  3.48788  -0.92859  0.026
C  -5.81545  -5.30823  -0.57029  0.000
H  0.29871  -4.91688  0.56184  0.000
H  0.20300  -2.81380  2.82201  0.001
C  3.29198  -0.20193  3.04994  -0.001
C  0.39505  -5.12721  -1.54954  0.000
C  1.02109  2.38587  3.50535  -0.039
C  -2.69030  -0.89436  -2.48643  -0.006
C  0.75598  -4.54223  -0.34592  0.001
H  -1.47671  0.95363  2.33949  0.005
C  -0.73712  -2.29588  3.04876  0.000
C  1.76868  -1.80192  4.38063  0.000
N  -3.99016  -1.40243  0.71065  0.000
H  0.06463  5.88260  -0.45166  0.000
Rh  0.63307  0.81791  -0.40509  2.535
H  4.01128  4.18497  -3.28152  0.000
N  -0.38993  -0.85713  2.90812  0.002
H  -2.00577  -0.35829  1.42417  -0.008
C  -1.34420  -0.67136  -2.22980  0.037
C  2.01903  4.26933  1.68632  0.043
C  1.84970  -3.54470  -2.72282  -0.001
H  -3.59662  2.30242  -0.65703  0.002
H  -3.49820  1.33036  0.75714  0.003
N  -4.79649  -1.36451  -0.40164  0.000
C  1.94500  4.59408  2.97426  0.078
H  0.82797  -5.19598  -3.64440  0.000
H  1.76338  3.69590  4.98930  0.000
H  1.63405  -2.82637  4.06942  0.001
C  0.99576  -4.67910  -2.70606  0.000
H  3.55822  2.47709  -3.71243  0.000
H  4.72443  -0.65439  -2.83901  -0.001
H  0.46128  1.77220  4.11955  0.001
C  2.11229  -2.86997  -1.53040  0.000
H  4.33639  -2.36828  -3.14039  0.002
N  1.90124  -0.76708  3.25867  0.019
H  -0.29255  -5.95748  -1.56418  0.000
H  -6.33856  -6.24961  -0.62367  0.000
H  2.27900  3.79075  -3.43084  0.001
C  -1.59871  -0.11547  2.44607  0.038
H  -6.24861  -2.57142  -2.51044  0.000
N  -3.37290  -0.01458  -1.73604  0.008
H  -0.36162  4.12539  -0.18482  0.011
N  -1.21166  0.40299  -1.40604  0.099
H  -5.42507  -0.39140  -2.19269  0.000
N  1.47465  4.60815  -1.20796  0.041
C  -4.97263  -4.80435  0.36638  0.000
C  -4.74348  -0.20977  -1.33546  0.000
N  1.72111  2.60666  -0.03802  0.171
C  1.55611  3.64130  3.92146  0.192
C  -4.67896  -3.46344  0.35037  0.000
H  2.64449  -1.75408  4.99518  0.000
C  -2.96052  1.76537  -0.08851  0.018
H  3.52614  0.35246  3.90475  0.000
C  -5.20500  -2.63930  -0.69385  0.000
C  1.50213  -3.36078  -0.33811  0.007
C  -5.92622  -3.19420  -1.76460  0.000
H  -2.36389  -0.28478  3.22752  0.000
C  0.03301  4.90446  -0.87598  -0.002
H  -3.09489  -1.51664  -3.25433  0.000
C  1.69549  2.92813  1.27301  0.237
H  3.19753  5.64665  -1.91157  0.001
C  2.08308  5.75860  -1.87025  0.003
H  -4.53219  -5.40461  1.12307  0.000
H  -2.09987  2.24343  0.34018  -0.015
H  3.32255  -1.14010  -3.81664  0.001
C  -6.28063  -4.50683  -1.60521  0.000
H  5.16370  2.72113  -1.12705  0.002
S  2.95970  -1.30001  -1.46144  0.016
C  1.20923  2.01390  2.18647  0.203
H  1.70162  5.98423  -2.87976  0.001
N  3.18468  3.09699  -1.71968  0.012
C  0.80762  -0.32432  2.64841  0.007

## Properties
M (g/mol): 760.80
DFT total energy (eV): -68273.3959
Net charge: +3
Spin multiplicity: 5
Max |F| (eV Å⁻¹): 4.13

=====

Formula: C4H8N2S2
Source: the OMol25 dataset
Level of theory: wB97M-V/def2-TZVPD

Each line ends with the Löwdin charge.
Geometry (Å):
H  -2.23172  0.25904  0.33438  0.039
H  -1.12059  1.62404  -1.26073  0.078
S  2.44734  -1.94166  -0.36860  0.682
C  0.43910  -0.01166  0.25040  -0.458
H  -1.32015  2.42893  0.24453  0.077
S  -3.04828  -1.89821  -0.08563  0.592
H  2.36426  0.03040  1.00774  0.071
H  -0.36549  -1.87465  -0.10856  0.119
H  1.43407  -1.34145  1.72647  0.101
C  -0.57847  2.04383  -0.42908  -0.126
H  2.51776  -1.13231  -1.48657  -0.110
N  0.47773  1.23526  0.13437  0.069
N  -0.60536  -0.87701  0.01185  0.007
C  -1.89940  -0.71473  0.10206  -0.720
H  -0.14297  2.92631  -0.85068  0.065
C  1.63217  -0.75613  0.77806  -0.487

## Properties
M (g/mol): 148.26
ΔE to the lowest compared entry with this formula, charge and spin (kcal/mol): 18.4
Spin multiplicity: 1
SMILES: C/N=C(/CS)NC=S
Max |F| (eV Å⁻¹): 2.73